Entry from the Open Molecules 2025 dataset: 9 unconnected molecules or ions with the total composition C68H168F2N6O9P3S2 in a non-equilibrium geometry (ωB97M-V/def2-TZVPD).

For the total energy, the calculation gives -155485.0058 eV. The orbital gap (spin up / spin down) comes out at 7.43 / 2.10 eV. For the max |F|, the calculation gives 9.77 eV/A.

```
! RIJCOSX wB97M-V def2-TZVPD def2/J DEFGRID3
* xyz 8 2
C -19.11 -10.31 7.14
C -18.38 -9.06 7.64
C -18.31 -9.02 9.16
O -17.78 -10.29 9.57
C -17.26 -10.36 10.82
N -16.94 -9.05 7.07
H -16.46 -8.22 7.39
H -16.38 -9.85 7.33
H -16.90 -8.95 6.07
H -19.19 -10.35 6.05
H -20.10 -10.40 7.59
H -18.69 -11.30 7.28
H -18.57 -8.09 7.19
H -19.27 -8.81 9.63
H -17.63 -8.21 9.43
H -17.98 -10.12 11.60
H -16.39 -9.71 10.81
H -16.76 -11.26 11.16
C -19.17 -10.08 19.94
C -18.62 -8.76 19.47
C -18.20 -7.76 20.55
O -17.67 -6.64 19.84
C -17.00 -5.65 20.63
N -17.38 -9.06 18.64
H -16.99 -8.22 18.25
H -16.61 -9.45 19.17
H -17.65 -9.71 17.92
H -18.50 -10.81 20.39
H -19.79 -10.61 19.21
H -19.82 -9.88 20.79
H -19.36 -8.26 18.85
H -17.49 -8.26 21.20
H -19.07 -7.45 21.14
H -16.02 -6.01 20.97
H -17.65 -5.33 21.44
H -16.92 -4.77 20.01
C -21.77 -7.83 17.10
C -22.75 -6.83 16.57
C -24.17 -7.49 16.57
O -25.17 -6.60 16.13
C -26.52 -6.83 16.43
N -22.89 -5.57 17.50
H -23.75 -5.08 17.31
H -22.97 -5.83 18.47
H -22.09 -4.95 17.47
H -20.74 -7.51 16.95
H -21.76 -8.79 16.58
H -21.92 -8.05 18.16
H -22.44 -6.51 15.58
H -24.36 -7.76 17.61
H -24.26 -8.36 15.93
H -26.74 -6.34 17.38
H -26.86 -7.87 16.48
H -27.06 -6.41 15.59
C -12.81 -10.74 17.21
C -14.24 -10.72 16.71
C -14.42 -11.28 15.32
O -13.75 -10.42 14.37
C -13.99 -10.75 13.01
N -15.15 -11.49 17.65
H -14.73 -12.41 17.71
H -15.16 -11.13 18.60
H -16.13 -11.53 17.41
H -12.11 -10.29 16.50
H -12.38 -11.72 17.40
H -12.70 -10.19 18.14
H -14.67 -9.72 16.85
H -15.47 -11.23 15.04
H -14.08 -12.31 15.26
H -15.07 -10.60 12.88
H -13.85 -11.80 12.77
H -13.51 -10.15 12.24
C -27.00 -11.05 16.22
C -26.42 -11.60 14.88
C -25.21 -12.55 15.12
O -24.19 -11.68 15.59
C -23.06 -12.38 15.86
N -27.55 -12.27 14.16
H -28.27 -11.60 13.93
H -27.26 -12.75 13.31
H -28.03 -12.95 14.73
H -27.71 -10.25 16.03
H -26.21 -10.74 16.91
H -27.52 -11.79 16.83
H -26.18 -10.81 14.18
H -24.83 -13.05 14.24
H -25.45 -13.35 15.82
H -22.21 -11.72 16.07
H -22.72 -13.09 15.10
H -23.04 -13.04 16.72
C -19.44 -16.88 16.61
C -19.71 -17.72 17.90
C -18.98 -17.18 19.15
C -18.94 -18.01 20.43
P -17.33 -18.07 21.28
C -16.85 -16.41 21.86
C -17.87 -15.68 22.78
C -17.24 -14.46 23.39
C -18.15 -14.11 24.59
C -17.44 -19.25 22.69
C -16.38 -18.94 23.78
C -16.46 -19.99 24.85
C -15.66 -19.66 26.13
C -15.92 -18.68 20.22
C -16.17 -19.20 18.80
C -15.08 -20.18 18.38
C -13.77 -19.45 18.11
H -18.36 -16.75 16.51
H -19.79 -15.89 16.92
H -19.82 -17.27 15.66
H -19.51 -18.78 17.71
H -20.79 -17.68 18.01
H -19.55 -16.32 19.47
H -17.99 -16.83 18.84
H -19.32 -18.97 20.07
H -19.57 -17.60 21.22
H -16.56 -15.81 20.99
H -15.91 -16.63 22.37
H -18.13 -16.39 23.57
H -18.71 -15.41 22.15
H -17.17 -13.68 22.63
H -16.23 -14.71 23.71
H -18.29 -14.97 25.24
H -19.12 -13.76 24.24
H -17.66 -13.35 25.20
H -17.27 -20.20 22.19
H -18.43 -19.38 23.13
H -16.54 -17.95 24.22
H -15.39 -18.88 23.31
H -16.16 -20.97 24.48
H -17.49 -20.16 25.19
H -15.75 -20.47 26.86
H -15.96 -18.73 26.62
H -14.63 -19.60 25.77
H -15.40 -19.46 20.78
H -15.28 -17.80 20.19
H -16.35 -18.44 18.05
H -17.15 -19.69 18.84
H -15.39 -20.78 17.53
H -14.89 -20.87 19.19
H -13.00 -20.21 17.97
H -13.53 -18.73 18.88
H -13.73 -18.88 17.18
C -8.36 -2.38 13.91
C -9.56 -3.11 14.52
C -10.75 -3.16 13.52
C -11.93 -4.01 14.01
P -11.86 -5.85 14.26
C -10.64 -6.31 12.98
C -11.08 -6.28 11.47
C -9.99 -6.04 10.45
C -10.50 -6.21 8.96
C -13.28 -6.94 13.77
C -14.32 -6.20 12.90
C -15.47 -7.18 12.52
C -16.44 -7.52 13.70
C -11.01 -6.25 15.85
C -10.51 -7.72 16.01
C -9.74 -7.83 17.27
C -10.64 -7.47 18.57
H -8.08 -2.90 12.99
H -7.51 -2.20 14.56
H -8.71 -1.41 13.55
H -9.99 -2.64 15.40
H -9.28 -4.12 14.81
H -10.50 -3.57 12.55
H -11.21 -2.18 13.37
H -12.68 -4.05 13.21
H -12.37 -3.62 14.93
H -10.27 -7.32 13.12
H -9.76 -5.76 13.32
H -11.80 -5.48 11.30
H -11.59 -7.23 11.35
H -9.09 -6.64 10.57
H -9.67 -5.01 10.62
H -9.72 -5.96 8.24
H -11.30 -5.48 8.84
H -10.83 -7.20 8.65
H -13.64 -7.22 14.76
H -12.85 -7.85 13.35
H -13.85 -5.72 12.04
H -14.78 -5.46 13.56
H -15.17 -8.14 12.10
H -16.02 -6.74 11.69
H -16.07 -7.89 14.65
H -17.21 -8.20 13.33
H -16.91 -6.56 13.92
H -11.74 -6.12 16.65
H -10.25 -5.50 16.03
H -9.88 -8.05 15.18
H -11.35 -8.41 15.98
H -8.84 -7.21 17.25
H -9.47 -8.86 17.49
H -10.02 -7.75 19.43
H -11.57 -8.03 18.61
H -10.84 -6.40 18.70
C -21.06 -13.66 6.35
C -21.82 -13.98 7.71
C -20.81 -13.76 8.90
C -21.01 -14.76 10.10
P -20.28 -14.15 11.62
C -20.07 -12.32 11.77
C -21.39 -11.53 11.90
C -21.18 -10.02 11.76
C -22.30 -9.23 12.47
C -21.26 -14.62 13.11
C -21.27 -16.18 13.17
C -22.14 -16.68 14.37
C -23.62 -16.66 14.14
C -18.62 -14.99 11.88
C -17.49 -14.55 10.96
C -16.09 -15.09 11.33
C -15.46 -14.41 12.64
H -21.79 -13.22 5.67
H -20.67 -14.60 5.96
H -20.22 -12.98 6.53
H -22.06 -15.04 7.79
H -22.74 -13.47 7.97
H -20.82 -12.70 9.16
H -19.84 -14.00 8.47
H -20.70 -15.77 9.84
H -22.07 -14.63 10.32
H -19.44 -12.04 10.92
H -19.45 -12.12 12.65
H -21.80 -11.77 12.88
H -22.16 -11.68 11.15
H -21.13 -9.74 10.71
H -20.21 -9.69 12.12
H -23.26 -9.73 12.39
H -22.29 -8.22 12.07
H -21.94 -8.97 13.46
H -22.24 -14.15 13.11
H -20.61 -14.15 13.84
H -20.33 -16.64 13.49
H -21.61 -16.72 12.28
H -22.05 -16.01 15.23
H -21.83 -17.68 14.64
H -24.00 -17.13 13.23
H -24.04 -15.65 14.11
H -24.04 -17.20 14.99
H -18.91 -16.03 11.73
H -18.44 -14.94 12.96
H -17.34 -13.47 10.97
H -17.58 -14.77 9.90
H -15.38 -14.83 10.54
H -16.22 -16.14 11.57
H -15.27 -13.36 12.46
H -14.55 -14.95 12.92
H -16.09 -14.52 13.53
N -17.88 -11.36 16.74
S -18.47 -10.87 15.40
O -19.94 -10.65 15.29
O -17.77 -11.22 14.16
F -17.92 -9.39 15.59
S -18.86 -12.68 16.75
O -18.74 -13.56 15.53
O -20.16 -12.62 17.46
F -18.01 -13.53 17.81
*
```